{"formula": "C5H4N2S", "method": "wB97M-V/def2-TZVPD", "species": ["C", "C", "C", "C", "C", "N", "N", "S", "H", "H", "H", "H"], "positions_angstrom": [[-1.36783, 0.42772, -0.76162], [-2.36384, -0.28108, -0.11499], [-0.10665, 0.24085, -0.15506], [-0.15555, -0.55554, 0.96013], [2.10768, 0.19354, 0.22022], [1.02906, 0.70823, -0.60755], [1.75062, -0.59733, 1.32603], [-1.62967, -1.25334, 1.23674], [-1.47976, 0.85034, -1.72226], [-3.40928, -0.27590, -0.25354], [2.63976, -0.26251, -0.62229], [2.98545, 0.80501, 0.49419]], "forces_ev_per_angstrom": [[-2.418, -1.780, 0.722], [3.089, 0.452, 0.354], [0.734, 0.614, -0.621], [6.023, -0.214, 0.919], [-0.901, 0.056, -0.455], [1.150, 1.136, 0.329], [-4.391, -0.597, -0.680], [-1.541, 0.264, 0.083], [-0.279, 0.908, -0.616], [-0.857, -0.254, -0.275], [0.186, -1.487, 0.010], [-0.797, 0.901, 0.230]], "nbo_charge": [-0.22, -0.33, -0.02, -0.10, -0.26, -0.31, -0.21, 0.44, 0.24, 0.23, 0.28, 0.26], "multiplicity": 1, "fmax_ev_per_a": 6.10, "homo_lumo_gap_ev": [8.6, 7.5], "homo_energy_ev": [-9.52, -8.21], "e_tot_ev": -19059.44884}


{"formula": "C4H10NS", "method": "wB97M-V/def2-TZVPD", "species": ["C", "N", "C", "S", "C", "C", "H", "H", "H", "H", "H", "H", "H", "H", "H", "H"], "positions_angstrom": [[-0.96673, -1.64355, -0.19261], [-0.51741, -0.54844, 0.71988], [0.72425, 0.24431, 0.14125], [2.20154, -0.69850, 0.11310], [0.40830, 1.44154, -0.74979], [0.85113, 1.59208, 0.73758], [-1.96760, -2.07039, 0.02573], [-0.85653, -1.18603, -1.09880], [-0.33608, -2.46399, -0.20380], [-0.13094, -0.83232, 1.72442], [-1.19696, 0.18616, 0.91110], [1.88927, -1.57187, -0.91837], [-0.72453, 1.56947, -1.00503], [1.14719, 1.60472, -1.52760], [1.80044, 2.09589, 0.80179], [0.18892, 2.06894, 1.27839]], "forces_ev_per_angstrom": [[-1.714, 0.254, 2.072], [2.690, 0.211, 2.549], [-0.991, -0.155, 0.533], [0.004, -0.950, -0.747], [-1.760, -1.163, 0.558], [2.806, -0.471, -4.436], [0.466, 0.935, -0.053], [-0.515, 0.881, -2.754], [1.711, -1.352, 0.553], [-1.257, 0.159, -2.573], [-0.546, -0.345, -0.216], [0.211, 0.774, 0.660], [2.363, 0.003, 0.420], [-0.347, 0.169, 0.050], [0.514, -0.551, 0.263], [-3.635, 1.600, 3.123]], "nbo_charge": [-0.41, -0.53, -0.07, 0.11, -0.41, -0.44, 0.26, 0.22, 0.24, 0.46, 0.44, 0.14, 0.24, 0.26, 0.27, 0.23], "smiles": "C[NH2+]C1(S)CC1", "multiplicity": 1, "total_charge": 1, "fmax_ev_per_a": 5.27, "homo_lumo_gap_ev": 10.7, "homo_energy_ev": -14.04, "e_tot_ev": -16626.76518}


{"formula": "C14H23N2PSeW", "method": "wB97M-V/def2-TZVPD", "species": ["C", "C", "C", "C", "C", "C", "C", "C", "N", "W", "C", "P", "H", "H", "H", "H", "H", "H", "H", "H", "C", "C", "H", "C", "C", "H", "H", "H", "H", "H", "H", "H", "H", "H", "H", "H", "H", "H", "H", "Se", "C", "N"], "positions_angstrom": [[-3.85586, 0.43554, -0.79947], [-2.99410, 0.12523, -1.86678], [-1.63510, -0.08819, -1.61821], [-1.14915, -0.09090, -0.29660], [-1.99905, 0.34771, 0.74377], [-3.37553, 0.54894, 0.52134], [-0.57661, -0.24566, -2.66209], [0.61082, -0.85817, -2.05814], [1.95019, -0.32371, -1.87643], [0.89433, -0.50092, 0.01667], [-1.39194, 0.61628, 2.09485], [0.42336, 0.71504, 1.97418], [-3.40340, 0.07757, -2.88340], [-4.02160, 0.82729, 1.38337], [-4.92089, 0.59818, -0.95966], [-1.66603, -0.18458, 2.82037], [-1.73385, 1.59083, 2.50528], [-0.93285, -0.92104, -3.44055], [-0.42718, 0.67362, -3.23841], [0.48709, 0.67272, -0.95915], [1.00550, 0.10063, 3.56803], [0.80206, 2.47994, 1.93230], [0.60591, -1.90688, -1.98246], [2.33726, 0.88531, -2.62518], [3.06530, -1.21981, -1.65911], [-0.58202, -3.96672, 0.28521], [3.31520, 0.78032, -3.17037], [1.55617, 1.21328, -3.33346], [2.49335, 1.71990, -1.93679], [4.01147, -0.79501, -2.06975], [3.30790, -1.28009, -0.62132], [2.92733, -2.24500, -2.02208], [0.63606, 2.88574, 2.94287], [1.85253, 2.61366, 1.63525], [0.14913, 2.98111, 1.20457], [0.80473, 0.87765, 4.32408], [0.47080, -0.82981, 3.82975], [2.08864, -0.08670, 3.51897], [1.98363, 0.77293, 0.04291], [-1.53762, -2.73026, 3.67443], [-0.99410, -3.04429, 2.08843], [-0.58188, -3.22169, 0.97279]], "forces_ev_per_angstrom": [[0.115, -0.351, 0.161], [-0.006, -0.205, -0.049], [-0.931, 0.399, -0.489], [0.669, 0.961, 0.952], [-1.521, 0.299, 0.607], [1.302, -0.065, 0.457], [-0.677, 0.024, -1.782], [1.527, 0.413, 0.165], [-0.898, -0.840, -1.166], [1.042, -1.532, -1.003], [-0.558, 0.095, 0.692], [-0.921, 0.563, 1.543], [0.270, 0.050, 0.435], [0.412, -0.199, -0.943], [0.283, 0.042, -0.232], [0.134, 0.627, -0.440], [-0.051, -0.594, -0.130], [-0.198, -0.208, -0.135], [0.167, 0.110, 0.401], [-1.036, 1.816, 0.251], [0.330, 0.017, 0.323], [0.270, 0.136, -0.035], [0.065, -1.600, -0.439], [0.408, 1.519, -0.421], [1.398, -0.842, -0.960], [-0.217, -0.009, 0.447], [-1.182, -0.385, 0.423], [0.417, -0.426, 0.328], [-0.053, -0.137, 0.043], [-0.847, -0.425, 0.012], [0.116, -0.152, 1.424], [-0.138, 0.334, -0.183], [0.039, -0.002, -0.411], [-0.362, 0.110, 0.185], [0.213, -0.099, 0.194], [0.098, -0.370, -0.128], [0.359, 0.433, -0.131], [-0.326, 0.053, 0.183], [-0.167, 0.291, 0.394], [-0.042, -0.244, -0.107], [-0.164, -0.363, 0.135], [0.660, 0.756, -0.571]], "nbo_charge": [-0.06, -0.26, 0.14, -0.20, -0.02, -0.17, -0.52, -0.13, -0.36, 0.60, -0.78, 1.12, 0.25, 0.25, 0.25, 0.29, 0.28, 0.29, 0.27, 0.16, -0.96, -0.94, 0.23, -0.43, -0.44, 0.46, 0.25, 0.24, 0.23, 0.27, 0.20, 0.25, 0.27, 0.27, 0.26, 0.27, 0.27, 0.26, -0.02, 0.20, 0.19, -0.76], "multiplicity": 3, "total_charge": 2, "fmax_ev_per_a": 2.11, "homo_lumo_gap_ev": [7.7, 5.3], "homo_energy_ev": [-14.90, -15.13], "e_tot_ev": -94310.16306}